No. 1
{"formula": "C5H6O", "method": "the ωB97M-V functional and the def2-TZVPD basis", "total_charge": 0, "homo_energy_ha": -0.309, "e_above_lowest_ev": 3.099, "lumo_ev": 0.34, "largest_force_ev_per_a": 2.5, "e_tot_ha": -269.2323, "symbols": ["C", "C", "O", "C", "C", "C", "H", "H", "H", "H", "H", "H"], "positions_angstrom": [[1.585, 0.414, -1.081], [0.376, 0.484, -0.157], [0.425, 0.846, 1.102], [-0.775, -0.187, -0.473], [-1.472, -0.546, 0.690], [-0.862, -0.367, 1.864], [2.087, 1.351, -1.339], [1.303, -0.096, -2.013], [2.318, -0.232, -0.583], [-1.103, -0.510, -1.440], [-2.498, -0.853, 0.592], [-1.384, -0.305, 2.838]], "forces_ev_per_a": [[-0.06, 0.12, 0.21], [-0.36, -0.60, 0.21], [-0.45, -2.10, 1.25], [-0.20, 0.14, -0.49], [-0.19, 0.19, -0.25], [0.47, 1.79, -1.08], [-0.26, 0.01, 0.28], [-0.04, 0.27, 0.32], [-0.05, 0.16, -0.01], [0.17, -0.01, -0.35], [-0.16, -0.80, 0.31], [1.13, 0.82, -0.41]], "mulliken_charge": [-1.004, 0.768, -0.518, -0.573, 0.017, -0.567, 0.297, 0.300, 0.260, 0.347, 0.369, 0.304]}

***

No. 2
{"formula": "C21H16F5MnN6S2", "method": "the ωB97M-V functional and the def2-TZVPD basis", "total_charge": 1, "homo_energy_ha": [-0.362, -0.372], "lumo_ev": [-4.32, -4.48], "largest_force_ev_per_a": 3.1, "spin_multiplicity": 6, "e_tot_ha": -3584.9248, "symbols": ["Mn", "N", "C", "C", "C", "N", "H", "H", "H", "H", "H", "H", "H", "H", "H", "H", "S", "N", "C", "C", "C", "C", "C", "N", "C", "C", "N", "C", "C", "C", "C", "C", "N", "H", "H", "H", "H", "H", "H", "F", "C", "C", "F", "C", "F", "C", "S", "C", "F", "C", "F"], "positions_angstrom": [[-0.168, 0.970, -0.334], [1.195, 2.523, -0.754], [0.654, 3.773, -1.480], [-0.150, 3.383, -2.792], [-1.509, 2.750, -2.580], [-1.372, 1.379, -2.101], [1.640, 2.777, 0.140], [1.914, 2.039, -1.262], [1.510, 4.437, -1.810], [0.032, 4.347, -0.768], [0.458, 2.648, -3.436], [-0.217, 4.273, -3.363], [-2.036, 2.908, -3.568], [-2.113, 3.250, -1.855], [-0.943, 0.838, -2.873], [-2.316, 0.952, -1.960], [4.478, -4.559, 1.843], [3.852, -4.159, 0.356], [3.148, -3.053, 0.547], [2.361, -2.402, -0.515], [2.420, -2.849, -1.825], [1.775, -2.069, -2.783], [0.993, -0.989, -2.431], [0.813, -0.634, -1.111], [1.546, -1.317, -0.174], [1.679, -0.723, 1.172], [0.948, 0.436, 1.386], [0.928, 0.984, 2.641], [1.719, 0.469, 3.706], [2.497, -0.697, 3.459], [2.477, -1.316, 2.196], [3.207, -2.538, 1.896], [3.959, -3.295, 2.725], [3.117, -3.709, -2.107], [1.675, -2.438, -3.818], [0.558, -0.334, -3.146], [0.216, 1.758, 2.792], [1.611, 0.959, 4.705], [3.236, -1.120, 4.141], [-5.371, -3.104, 1.335], [-4.613, -1.984, 1.330], [-3.824, -1.629, 2.437], [-3.811, -2.419, 3.544], [-3.030, -0.480, 2.323], [-2.119, -0.242, 3.254], [-3.106, 0.433, 1.268], [-2.297, 1.940, 1.177], [-3.888, -0.022, 0.184], [-3.934, 0.701, -0.947], [-4.604, -1.189, 0.180], [-5.195, -1.658, -0.942]], "forces_ev_per_a": [[-2.49, 1.58, 1.07], [-0.32, 1.80, 0.28], [0.92, -0.58, -0.99], [1.63, -1.38, 1.33], [-0.27, 0.89, -1.24], [-0.68, -1.52, -1.43], [-0.29, 0.14, -0.53], [0.43, 0.22, -0.64], [-0.85, -0.76, 0.54], [0.22, -0.49, -0.36], [-0.50, 1.03, 0.90], [-0.26, 0.87, -0.59], [0.21, -0.87, 0.93], [-0.24, 0.63, 0.60], [-0.51, 0.30, 0.47], [0.90, 0.56, -0.04], [-0.26, 0.82, -0.93], [0.01, -0.08, 1.45], [0.13, 0.13, 0.46], [0.39, -0.59, 0.82], [0.97, -0.18, -0.88], [-0.69, -1.38, -1.02], [0.27, -0.07, 2.93], [1.90, -1.85, -1.32], [0.48, 0.74, -0.65], [-0.80, 0.75, 1.07], [1.12, -1.41, 2.07], [1.24, -2.22, -0.68], [-0.23, -0.66, -0.50], [-0.11, 1.29, -0.26], [-0.86, 0.87, -0.24], [0.47, -0.87, -0.49], [-1.06, 0.52, -1.33], [-1.33, 1.21, 0.46], [0.62, 0.49, 0.48], [-0.48, 0.09, -0.55], [-0.38, 0.74, 0.00], [0.43, -0.63, -1.03], [-0.58, 0.21, 0.37], [0.64, 0.72, 0.14], [-0.20, -0.35, 0.35], [-0.33, -0.32, -0.52], [0.18, 0.80, -1.03], [-0.40, -0.15, -0.12], [0.29, 0.07, 0.96], [-0.91, -1.66, -0.92], [1.51, 0.61, -0.35], [0.09, 0.29, 0.43], [-0.07, 0.27, -0.33], [-0.06, -1.15, 0.19], [0.11, 0.53, 0.66]], "mulliken_charge": [0.126, -0.465, -0.579, -0.572, -0.619, -0.052, 0.307, 0.304, 0.345, 0.336, 0.176, 0.421, 0.331, 0.370, 0.259, 0.156, 0.205, -0.636, 0.717, 0.337, -0.552, -0.886, -0.068, -0.054, 0.513, 0.231, 0.027, -0.563, -0.783, -0.525, 0.182, 0.721, -0.646, 0.432, 0.367, 0.350, 0.584, 0.361, 0.516, -0.294, 0.717, -0.213, -0.277, 0.250, -0.323, 0.314, -0.364, 0.322, -0.482, -0.050, -0.273]}

***

No. 3
{"formula": "C32H26GeIrN4O4S2", "method": "the ωB97M-V functional and the def2-TZVPD basis", "total_charge": 0, "homo_energy_ha": [-0.301, -0.293], "e_above_lowest_ev": 0.000, "lumo_ev": [-0.38, -0.80], "largest_force_ev_per_a": 0.2, "spin_multiplicity": 2, "e_tot_ha": -4732.6755, "symbols": ["Ir", "C", "C", "N", "C", "C", "S", "C", "C", "S", "C", "N", "C", "H", "H", "H", "H", "H", "H", "H", "H", "O", "C", "O", "C", "C", "N", "N", "C", "C", "O", "O", "H", "H", "H", "C", "Ge", "C", "C", "C", "C", "C", "C", "C", "C", "C", "C", "C", "C", "C", "C", "C", "C", "C", "C", "H", "H", "H", "H", "H", "H", "H", "H", "H", "H", "H", "H", "H", "H", "H"], "positions_angstrom": [[1.389, -0.647, 1.535], [3.162, -3.440, 0.252], [3.914, -2.205, 0.592], [3.407, -1.179, 1.220], [4.307, -0.142, 1.356], [5.526, -0.380, 0.819], [5.550, -1.954, 0.143], [3.789, 1.013, 2.082], [4.458, 2.064, 2.605], [3.394, 3.005, 3.556], [2.091, 1.956, 3.198], [2.430, 0.979, 2.391], [0.750, 2.152, 3.798], [2.578, -3.769, 1.110], [3.835, -4.232, -0.071], [2.450, -3.226, -0.550], [6.386, 0.267, 0.795], [5.508, 2.291, 2.526], [0.839, 2.568, 4.801], [0.227, 1.198, 3.830], [0.155, 2.816, 3.175], [-4.013, -1.953, 1.906], [-4.280, -0.674, 2.058], [-5.420, -0.288, 2.194], [-3.175, 0.345, 2.053], [-3.575, 1.642, 2.289], [-2.512, 2.429, 2.113], [-1.413, 1.738, 1.767], [-1.774, 0.457, 1.737], [-0.728, -1.914, 1.487], [-1.582, -2.649, 1.958], [0.510, -2.362, 1.209], [-3.034, -2.160, 1.928], [-4.555, 2.009, 2.539], [-2.469, 3.430, 2.172], [-0.720, -0.464, 1.210], [-0.737, -0.182, -0.767], [-2.604, 0.012, -1.311], [-3.412, -1.077, -1.629], [-4.764, -0.906, -1.899], [-5.326, 0.360, -1.853], [-4.533, 1.456, -1.543], [-3.184, 1.281, -1.272], [0.150, 1.466, -1.336], [0.942, 2.260, -0.513], [1.598, 3.380, -1.009], [1.465, 3.728, -2.346], [0.666, 2.956, -3.179], [0.016, 1.838, -2.675], [0.127, -1.659, -1.729], [1.234, -1.410, -2.541], [1.855, -2.438, -3.242], [1.375, -3.735, -3.141], [0.282, -4.002, -2.326], [-0.331, -2.974, -1.624], [-2.995, -2.076, -1.665], [-5.379, -1.766, -2.130], [-6.382, 0.492, -2.048], [-4.970, 2.446, -1.501], [-2.575, 2.141, -1.016], [1.021, 2.024, 0.541], [2.207, 3.985, -0.348], [1.975, 4.600, -2.736], [0.547, 3.225, -4.221], [-0.608, 1.246, -3.338], [1.621, -0.401, -2.628], [2.709, -2.222, -3.873], [1.851, -4.537, -3.691], [-0.088, -5.015, -2.229], [-1.158, -3.216, -0.966]], "forces_ev_per_a": [[-0.14, 0.10, 0.07], [-0.04, 0.00, -0.01], [0.04, -0.06, 0.00], [-0.05, 0.04, 0.01], [-0.03, 0.11, 0.01], [-0.01, -0.06, 0.05], [0.01, 0.05, -0.02], [0.04, -0.03, -0.04], [-0.03, -0.01, 0.03], [-0.01, 0.01, -0.01], [0.00, -0.02, 0.01], [0.08, -0.14, -0.14], [0.00, 0.00, -0.02], [0.02, 0.00, 0.02], [0.00, 0.00, 0.00], [0.00, 0.01, -0.01], [0.00, 0.00, -0.01], [0.00, 0.00, -0.01], [0.01, 0.00, 0.01], [0.01, 0.00, 0.01], [0.00, 0.00, 0.02], [0.00, 0.02, -0.02], [0.04, 0.00, 0.02], [-0.01, 0.00, -0.02], [-0.03, -0.02, 0.00], [0.01, 0.03, -0.01], [-0.01, -0.02, 0.01], [-0.01, -0.01, -0.03], [0.04, 0.01, -0.01], [0.07, -0.20, 0.08], [0.14, 0.02, -0.08], [-0.16, 0.16, 0.02], [-0.03, 0.00, 0.01], [0.00, 0.00, 0.00], [0.00, 0.00, 0.00], [-0.02, 0.02, 0.13], [0.05, -0.05, -0.10], [-0.02, 0.02, 0.03], [-0.01, 0.02, 0.00], [0.01, -0.01, 0.01], [0.00, 0.00, 0.01], [-0.01, 0.01, 0.00], [0.01, -0.01, 0.00], [0.06, -0.01, -0.03], [0.02, 0.06, 0.07], [0.00, -0.01, -0.02], [-0.01, -0.01, 0.01], [0.00, 0.00, 0.01], [0.00, 0.00, 0.01], [0.02, 0.00, -0.02], [-0.01, -0.01, 0.02], [0.00, 0.00, 0.00], [0.00, -0.01, 0.00], [0.01, -0.01, 0.01], [0.01, 0.01, 0.00], [0.01, -0.02, 0.00], [0.00, 0.00, 0.00], [0.00, 0.00, 0.00], [0.00, 0.00, 0.00], [0.00, 0.00, -0.02], [-0.04, -0.04, -0.03], [0.00, 0.01, 0.00], [0.00, 0.00, 0.00], [0.01, 0.01, 0.00], [0.00, 0.00, 0.00], [0.00, 0.00, -0.01], [0.00, 0.00, 0.00], [0.00, 0.00, 0.00], [0.00, 0.00, 0.00], [-0.01, 0.00, -0.02]], "mulliken_charge": [0.997, -0.945, 0.541, -0.180, -0.116, -0.208, -0.186, -0.086, -0.302, -0.216, 0.548, -0.056, -1.032, 0.227, 0.530, 0.117, 0.446, 0.455, 0.575, 0.097, 0.206, -0.577, 0.342, -0.663, 0.140, -0.975, -0.307, 0.001, -1.266, -0.081, -0.843, -0.725, 0.453, 0.577, 0.211, 1.691, 2.816, -0.139, -0.190, -0.773, -0.537, -0.727, -0.157, -0.377, -0.266, -0.589, -0.629, -0.711, -0.212, 0.272, -0.075, -0.788, -0.600, -1.091, -0.222, 0.220, 0.403, 0.372, 0.411, 0.385, 0.268, 0.450, 0.384, 0.403, 0.455, 0.300, 0.422, 0.386, 0.406, 0.337]}

***

No. 4
{"formula": "C11H14O3Se", "method": "the ωB97M-V functional and the def2-TZVPD basis", "total_charge": 0, "homo_energy_ha": -0.296, "e_above_lowest_ev": 0.650, "lumo_ev": 0.62, "smiles": "CCOC(=O)[C@]1(C(C)=O)[Se][C@H]2C=C[C@@H]1C2", "largest_force_ev_per_a": 4.8, "e_tot_ha": -3054.5797, "symbols": ["C", "C", "C", "C", "C", "C", "C", "C", "C", "C", "C", "O", "O", "O", "Se", "H", "H", "H", "H", "H", "H", "H", "H", "H", "H", "H", "H", "H", "H"], "positions_angstrom": [[2.990, -0.799, -0.403], [3.385, 0.466, -0.289], [0.794, -0.991, 1.808], [-0.912, -0.386, 0.158], [1.355, 0.446, -1.610], [1.514, -0.773, -0.737], [2.297, 1.337, -0.782], [0.808, -0.272, 0.558], [0.749, -2.521, 1.675], [-3.331, 2.106, -0.110], [-2.970, 0.747, 0.449], [0.679, -0.472, 2.887], [-1.386, -1.333, -0.417], [-1.569, 0.727, 0.531], [1.136, 1.578, 0.877], [3.683, -1.577, -0.157], [4.278, 0.726, 0.057], [1.831, 0.171, -2.554], [0.379, 0.716, -1.781], [0.895, -1.551, -1.157], [2.688, 2.231, -1.055], [-0.212, -2.681, 1.270], [1.066, -3.083, 2.463], [1.494, -2.967, 0.917], [-4.079, 2.661, 0.310], [-2.430, 2.803, 0.048], [-3.464, 1.947, -1.142], [-3.286, -0.072, -0.146], [-3.408, 0.922, 1.526]], "forces_ev_per_a": [[0.15, -0.01, -0.14], [-3.69, -2.00, -2.28], [0.68, -3.06, 1.41], [1.39, 0.35, 0.18], [4.25, -0.61, -0.38], [-0.79, 0.10, 1.06], [-1.33, -1.05, 1.83], [-4.12, 0.72, -1.58], [2.12, 1.19, -3.42], [3.86, 0.16, -1.05], [-1.50, 2.62, 3.04], [-0.03, 0.54, 0.33], [0.32, 0.60, 0.46], [1.69, -1.38, 0.27], [1.15, 0.99, -0.39], [-0.39, -0.81, 0.17], [3.50, 1.51, 1.32], [-0.01, 0.31, -0.28], [-2.16, 1.07, -0.13], [0.59, -0.97, 0.13], [0.41, 2.93, -1.39], [-1.19, -0.93, -0.13], [-0.13, -1.02, 3.02], [-1.11, 1.23, 0.36], [-2.46, 0.68, 1.16], [-1.04, -1.13, -0.44], [-0.33, 0.60, -1.50], [-0.78, -0.79, -0.02], [0.95, -1.83, -1.61]], "mulliken_charge": [-1.052, -0.536, 0.439, 0.209, -1.081, -0.016, -0.560, 0.499, -1.229, -1.172, -0.316, -0.557, -0.572, -0.113, 0.091, 0.382, 0.620, 0.345, 0.495, 0.710, 0.759, 0.295, 0.489, 0.254, 0.411, 0.255, 0.317, 0.409, 0.225]}

***

Copy entry 1 word for word.
{"formula": "C5H6O", "method": "the ωB97M-V functional and the def2-TZVPD basis", "total_charge": 0, "homo_energy_ha": -0.309, "e_above_lowest_ev": 3.099, "lumo_ev": 0.34, "largest_force_ev_per_a": 2.5, "e_tot_ha": -269.2323, "symbols": ["C", "C", "O", "C", "C", "C", "H", "H", "H", "H", "H", "H"], "positions_angstrom": [[1.585, 0.414, -1.081], [0.376, 0.484, -0.157], [0.425, 0.846, 1.102], [-0.775, -0.187, -0.473], [-1.472, -0.546, 0.690], [-0.862, -0.367, 1.864], [2.087, 1.351, -1.339], [1.303, -0.096, -2.013], [2.318, -0.232, -0.583], [-1.103, -0.510, -1.440], [-2.498, -0.853, 0.592], [-1.384, -0.305, 2.838]], "forces_ev_per_a": [[-0.06, 0.12, 0.21], [-0.36, -0.60, 0.21], [-0.45, -2.10, 1.25], [-0.20, 0.14, -0.49], [-0.19, 0.19, -0.25], [0.47, 1.79, -1.08], [-0.26, 0.01, 0.28], [-0.04, 0.27, 0.32], [-0.05, 0.16, -0.01], [0.17, -0.01, -0.35], [-0.16, -0.80, 0.31], [1.13, 0.82, -0.41]], "mulliken_charge": [-1.004, 0.768, -0.518, -0.573, 0.017, -0.567, 0.297, 0.300, 0.260, 0.347, 0.369, 0.304]}